1.
Formula: C4H3GaLiO6
Source: the Open Molecules 2025 dataset
Level of theory: ωB97M-V with the def2-TZVPD basis set

Last column: Mulliken charge in e.
Positions of all 15 atoms, in Å:
O1 -1.245 2.668 -1.810  -0.856
C1 -1.060 1.937 -0.797  1.037
O2 -1.968 1.714 0.045  -0.867
O3 0.169 1.429 -0.656  -0.285
C2 0.529 0.652 0.494  -0.472
O4 1.367 -1.454 1.158  -0.195
C3 1.972 -2.610 0.842  0.871
C4 0.645 -0.741 0.168  -0.152
O5 1.773 -3.174 -0.256  -0.446
O6 2.352 -3.310 1.831  -0.196
Li1 -3.062 2.819 -1.145  0.877
Ga1 2.417 -4.803 0.993  -0.178
H1 -0.159 0.864 1.321  0.274
H2 1.037 -0.925 -0.840  0.360
H3 -0.574 -1.509 -0.099  0.228

Results
* multiplicity: 2
* E_HOMO (alpha / beta): -8.5 / -8.6 eV
* E_tot: -2537.952474 Eh
* M: 223.726 g mol⁻¹
* ΔE to the lowest compared entry with this formula, charge and spin: 0.0 kcal/mol
* largest force on an atom: 6.8 eV Å⁻¹
* Kohn-Sham gap (alpha / beta): 7.86 / 7.79 eV



2.
Formula: C6H6LiNiO2
Source: the Open Molecules 2025 dataset
Level of theory: ωB97M-V with the def2-TZVPD basis set

Last column: Mulliken charge in e.
Positions of all 16 atoms, in Å:
C1 -0.661 2.134 -0.203  -1.012
C2 -1.419 0.974 -0.245  0.108
C3 -1.625 0.000 0.767  -0.496
H1 -0.865 2.874 -0.987  0.506
H2 -0.311 2.522 0.762  0.470
H3 -1.901 0.727 -1.196  0.421
H4 -2.265 -0.869 0.604  0.491
C4 -1.198 0.168 2.036  0.592
O1 -0.824 0.289 3.108  -0.045
O2 2.046 -0.259 -0.718  -0.733
C5 1.471 -1.315 -0.739  0.977
C6 0.797 -2.410 -0.656  -0.595
Ni1 1.165 1.476 -1.023  0.678
Li1 4.245 -0.495 -0.245  0.966
H5 0.853 -3.013 -1.582  0.318
H6 0.493 -2.801 0.317  0.353

Results
* multiplicity: 3
* total charge: +3
* E_HOMO (alpha / beta): -21.7 / -21.8 eV
* E_tot: -1897.262153 Eh
* M: 175.746 g mol⁻¹
* ΔE to the lowest compared entry with this formula, charge and spin: 0.0 kcal/mol
* largest force on an atom: 3.9 eV Å⁻¹
* Kohn-Sham gap (alpha / beta): 9.02 / 6.57 eV



3.
Formula: C20H24ClNOP2Yb
Source: the Open Molecules 2025 dataset
Level of theory: ωB97M-V with the def2-TZVPD basis set

Last column: Mulliken charge in e.
Positions of all 50 atoms, in Å:
C1 -1.158 3.384 -0.557  -0.302
C2 -1.150 2.030 -0.889  -0.122
C3 0.139 1.416 -1.139  0.155
C4 1.283 2.211 -1.340  -0.127
C5 1.212 3.583 -1.077  -0.826
C6 0.007 4.160 -0.675  -1.086
C7 2.629 1.519 -1.550  0.524
C8 2.520 0.012 -1.686  0.165
C9 1.377 -0.617 -1.172  0.372
C10 1.321 -2.029 -1.051  0.418
C11 2.387 -2.773 -1.552  -0.791
C12 3.538 -2.146 -2.041  -0.876
C13 3.615 -0.756 -2.087  -0.864
H1 -2.096 3.875 -0.274  0.524
H2 2.119 4.186 -1.176  0.480
H3 -0.042 5.232 -0.470  0.415
H4 3.120 1.940 -2.439  0.865
H5 2.329 -3.861 -1.526  0.438
H6 4.388 -2.751 -2.355  0.398
H7 4.525 -0.256 -2.427  0.439
N1 0.354 0.146 -0.629  0.141
Yb1 -0.149 1.268 1.118  0.417
C14 -2.391 1.163 -0.851  -1.119
H8 -2.355 0.485 -1.720  0.503
H9 -3.276 1.809 -0.923  0.500
C15 0.143 -2.655 -0.345  -1.391
H10 -0.768 -2.583 -0.962  0.378
H11 0.350 -3.704 -0.094  0.542
P1 -2.701 0.048 0.612  0.859
P2 -0.263 -1.815 1.255  1.129
C16 1.164 -2.468 2.206  -1.384
H12 1.067 -2.119 3.241  0.431
H13 1.173 -3.567 2.155  0.416
H14 2.094 -2.059 1.788  0.354
C17 -1.587 -2.943 1.819  -1.371
H15 -1.231 -3.979 1.760  0.460
H16 -1.827 -2.682 2.857  0.355
H17 -2.479 -2.797 1.195  0.320
C18 -2.910 1.334 1.930  -1.422
H18 -3.990 1.464 2.064  0.475
H19 -2.475 0.959 2.869  0.361
H20 -2.470 2.324 1.709  0.430
C19 -4.456 -0.409 0.372  -1.274
H21 -4.677 -1.314 0.961  0.372
H22 -5.098 0.411 0.727  0.478
H23 -4.659 -0.615 -0.690  0.394
C20 3.484 1.765 -0.358  -0.025
O1 3.115 1.663 0.790  -0.446
H24 4.450 2.004 -0.841  0.397
Cl1 0.305 0.508 3.468  -0.480

Results
* multiplicity: 2
* total charge: +1
* E_HOMO (alpha / beta): -10.7 / -10.7 eV
* E_tot: -3207.896507 Eh
* M: 564.859 g mol⁻¹
* ΔE to the lowest compared entry with this formula, charge and spin: 3.5 kcal/mol
* largest force on an atom: 4.4 eV Å⁻¹
* Kohn-Sham gap (alpha / beta): 7.21 / 6.42 eV



4.
Formula: C2H4I2S
Source: the Open Molecules 2025 dataset
Level of theory: ωB97M-V with the def2-TZVPD basis set

Last column: Mulliken charge in e.
Positions of all 9 atoms, in Å:
C1 -0.112 0.613 2.724  -0.255
C2 -2.099 0.054 -0.584  -0.577
S1 0.554 0.968 1.307  -0.206
I1 -3.874 0.983 0.188  0.084
I2 -2.151 -2.001 -0.001  0.126
H1 -1.073 1.087 3.092  0.225
H2 0.290 -0.097 3.449  0.257
H3 -1.224 0.694 -0.215  -0.038
H4 -1.991 0.055 -1.702  0.383

Results
* E_HOMO: -9.1 eV
* E_tot: -1072.113329 Eh
* M: 313.929 g mol⁻¹
* ΔE to the lowest compared entry with this formula, charge and spin: 21.4 kcal/mol
* largest force on an atom: 2.0 eV Å⁻¹
* Kohn-Sham gap: 8.40 eV



5.
Formula: C8H30N6O7
Source: the Open Molecules 2025 dataset
Level of theory: ωB97M-V with the def2-TZVPD basis set

Last column: Mulliken charge in e.
Positions of all 51 atoms, in Å:
N1 -20.365 -3.879 -25.028  -0.248
C1 -20.521 -5.147 -24.690  0.478
N2 -21.297 -5.331 -23.626  -0.469
O1 -19.930 -6.184 -25.380  -0.719
H1 -19.666 -3.754 -25.727  0.078
H2 -20.825 -3.057 -24.557  0.229
H3 -21.526 -6.288 -23.403  0.296
H4 -22.169 -4.723 -23.626  0.251
N3 -19.339 -8.873 -23.282  -0.332
C2 -18.568 -9.254 -24.194  0.513
N4 -17.984 -8.279 -24.871  -0.104
O2 -18.376 -10.557 -24.427  -0.761
H5 -19.706 -9.643 -22.640  0.279
H6 -19.137 -7.924 -22.992  0.222
H7 -17.093 -8.437 -25.371  0.122
H8 -18.537 -7.535 -25.250  0.250
N5 -14.841 -4.083 -25.967  -0.193
C3 -14.096 -4.761 -26.803  0.613
N6 -13.343 -3.899 -27.469  -0.352
O3 -13.887 -6.142 -26.796  -0.791
H9 -15.380 -4.632 -25.278  0.211
H10 -15.145 -3.088 -26.137  0.201
H11 -12.688 -4.282 -28.090  0.244
H12 -13.508 -2.846 -27.570  0.109
C4 -15.461 -10.003 -26.633  -1.067
C5 -16.092 -8.802 -27.375  -0.500
O4 -16.055 -7.605 -26.599  -0.443
H13 -14.489 -9.809 -26.230  0.307
H14 -15.330 -10.829 -27.290  0.376
H15 -15.983 -10.366 -25.788  0.323
H16 -17.129 -8.950 -27.591  0.347
H17 -15.462 -8.595 -28.227  0.397
H18 -15.121 -7.257 -26.631  0.274
C6 -17.783 -4.761 -27.406  -0.579
O5 -18.007 -3.429 -27.009  -0.558
H19 -18.745 -5.113 -27.723  0.377
H20 -17.408 -5.471 -26.614  0.110
H21 -17.108 -4.590 -28.255  0.411
H22 -17.192 -2.922 -26.980  0.368
C7 -17.328 -1.630 -23.750  -0.404
O6 -17.593 -1.573 -22.387  -0.538
H23 -17.604 -2.543 -24.201  0.141
H24 -16.237 -1.620 -23.950  0.216
H25 -17.865 -0.816 -24.220  0.267
H26 -17.597 -0.647 -22.219  0.332
C8 -16.798 -0.519 -27.081  -0.799
O7 -15.821 -1.573 -26.925  -0.660
H27 -17.823 -0.792 -26.806  0.244
H28 -16.803 -0.135 -28.120  0.297
H29 -16.495 0.355 -26.478  0.351
H30 -14.968 -1.224 -26.946  0.280

Results
* E_HOMO: -7.8 eV
* E_tot: -1177.948695 Eh
* M: 322.363 g mol⁻¹
* structure (SMILES): NC(N)=O.NC(N)=O.NC(N)=O.CCO.CO.CO.CO
* ΔE to the lowest compared entry with this formula, charge and spin: 73.0 kcal/mol
* largest force on an atom: 9.9 eV Å⁻¹
* Kohn-Sham gap: 7.46 eV



6.
Formula: C36H42BN12OPtS
Source: the Open Molecules 2025 dataset
Level of theory: ωB97M-V with the def2-TZVPD basis set

Last column: Mulliken charge in e.
Positions of all 94 atoms, in Å:
Pt1 -0.248 0.131 0.084  1.373
C1 3.173 -1.117 -0.138  -1.163
C2 2.670 -0.234 -1.229  0.710
C3 3.337 0.187 -2.379  -1.643
C4 2.446 1.003 -3.048  0.019
N1 1.306 1.054 -2.344  0.920
N2 1.447 0.312 -1.234  -0.699
B1 0.049 1.924 -2.553  0.237
N3 -0.116 2.791 -1.279  1.088
C5 -0.023 4.110 -1.094  0.219
C6 -0.341 4.403 0.215  -1.664
C7 -0.620 3.188 0.822  0.631
C8 -1.042 2.999 2.239  -0.965
N4 -0.474 2.200 -0.088  -0.321
N5 -1.216 1.040 -2.591  0.854
C9 -2.301 1.132 -3.366  0.042
C10 -3.298 0.339 -2.828  -1.651
C11 -2.755 -0.210 -1.670  0.610
C12 -3.408 -1.051 -0.624  -1.098
N6 -1.485 0.216 -1.561  -0.796
N7 0.161 2.664 -3.851  0.681
C13 0.224 2.083 -5.085  -0.372
C14 0.239 3.081 -6.014  -1.298
C15 0.179 4.284 -5.266  0.668
C16 0.161 5.691 -5.770  -1.261
N8 0.131 4.019 -3.975  -1.237
H1 4.257 -1.179 -0.190  0.468
H2 2.772 -2.127 -0.236  0.150
H3 2.893 -0.730 0.844  0.120
H4 4.340 -0.066 -2.677  0.535
H5 2.563 1.556 -3.965  0.549
H6 0.250 4.750 -1.915  0.629
H7 -0.382 5.375 0.676  0.506
H8 -1.847 3.694 2.472  0.532
H9 -0.215 3.222 2.909  0.309
H10 -1.393 1.988 2.430  -0.179
H11 -2.316 1.761 -4.241  0.534
H12 -4.289 0.183 -3.218  0.561
H13 -4.152 -1.713 -1.062  0.510
H14 -3.918 -0.400 0.089  0.272
H15 -2.676 -1.646 -0.081  0.022
H16 0.241 1.011 -5.206  0.604
H17 0.298 2.986 -7.086  0.442
H18 0.202 5.716 -6.856  0.365
H19 1.007 6.248 -5.369  0.310
H20 -0.744 6.200 -5.438  0.307
C17 -3.527 -3.789 5.787  -1.078
C18 -3.888 -2.309 5.824  -0.795
N9 -3.120 -1.500 4.859  0.132
C19 -3.861 -0.940 3.735  -0.353
C20 -4.288 -2.011 2.738  -0.952
C21 -1.831 -1.271 5.165  0.213
O1 -1.300 -1.691 6.180  -0.627
C22 -0.933 -0.459 4.251  0.293
C23 -0.022 0.383 4.893  -0.471
C24 0.951 1.030 4.156  -1.206
C25 0.998 0.830 2.792  -0.476
N10 0.134 0.021 2.165  0.503
C26 -0.811 -0.623 2.888  -0.680
H21 -4.176 -4.333 6.472  0.395
H22 -2.497 -3.935 6.104  0.326
H23 -3.655 -4.204 4.786  0.268
H24 -3.682 -1.922 6.821  0.422
H25 -4.944 -2.165 5.603  0.433
H26 -3.260 -0.171 3.251  -0.057
H27 -4.751 -0.449 4.133  0.403
H28 -3.425 -2.548 2.334  0.166
H29 -4.841 -1.558 1.915  0.353
H30 -4.943 -2.740 3.214  0.483
H31 -0.073 0.488 5.968  0.590
H32 1.668 1.683 4.634  0.503
H33 1.745 1.310 2.174  0.556
H34 -1.439 -1.322 2.349  0.601
S1 0.126 -6.490 -0.229  -0.054
C27 0.118 -4.712 -0.161  -0.046
C28 0.603 -4.044 0.959  -1.090
C29 0.512 -2.670 1.019  -0.059
N11 -0.032 -1.945 0.028  0.834
C30 -0.465 -2.582 -1.077  -0.006
C31 -0.407 -3.952 -1.204  -1.146
C32 1.501 -6.665 -1.369  0.350
C33 2.787 -6.738 -0.857  -0.220
C34 3.833 -6.917 -1.754  -0.459
N12 3.647 -7.015 -3.067  -0.524
C35 2.408 -6.952 -3.545  -0.436
C36 1.293 -6.775 -2.733  -0.098
H35 1.042 -4.592 1.782  0.584
H36 0.885 -2.135 1.877  0.543
H37 -0.873 -1.969 -1.865  0.389
H38 -0.791 -4.429 -2.095  0.456
H39 2.969 -6.683 0.208  0.411
H40 4.855 -6.999 -1.404  0.379
H41 2.301 -7.062 -4.617  0.373
H42 0.298 -6.752 -3.158  0.446

Results
* multiplicity: 2
* total charge: +2
* E_HOMO (alpha / beta): -13.6 / -13.6 eV
* E_tot: -2671.312599 Eh
* M: 896.772 g mol⁻¹
* ΔE to the lowest compared entry with this formula, charge and spin: 33.9 kcal/mol
* largest force on an atom: 1.1 eV Å⁻¹
* Kohn-Sham gap (alpha / beta): 7.37 / 5.92 eV